Here is a cluster of 7 separate species, C8H30N8O7 in total at a distorted geometry from the Open Molecules 2025 dataset. Energies are from wB97M-V/def2-TZVPD.

XYZ file:
```
53
C8H30N8O7 wB97M-V/def2-TZVPD
N -2.89 -1.93 1.88
C -3.05 -0.71 2.18
N -2.18 0.06 1.58
O -4.00 -0.16 2.99
H -3.31 -2.69 2.41
H -2.32 -2.14 1.04
H -2.23 1.08 1.60
H -1.74 -0.29 0.67
N 0.17 0.01 2.83
C 1.08 0.86 2.47
N 1.94 1.07 3.39
O 1.14 1.43 1.21
H -0.70 -0.01 2.25
H 0.07 -0.37 3.77
H 2.77 1.47 2.93
H 1.88 0.90 4.39
N 3.12 3.51 -2.39
C 2.07 2.74 -2.36
N 2.23 1.59 -2.99
O 0.89 3.12 -1.67
H 3.10 4.40 -1.89
H 4.04 3.32 -2.91
H 1.34 1.18 -3.19
H 3.01 1.38 -3.68
N 1.78 -2.16 -0.19
C 2.23 -1.28 -1.09
N 2.23 -0.07 -0.76
O 2.76 -1.62 -2.32
H 1.65 -3.15 -0.42
H 1.52 -1.94 0.78
H 2.36 0.57 -1.56
H 1.85 0.32 0.15
C -1.20 0.55 -1.46
C -1.16 -0.91 -1.69
O -0.80 -1.51 -0.48
H -1.11 0.96 -2.44
H -0.43 0.98 -0.79
H -2.15 0.93 -0.94
H -0.39 -1.21 -2.37
H -2.04 -1.43 -2.03
H 0.17 -1.64 -0.55
C -2.49 3.77 0.78
O -1.73 2.63 1.21
H -2.30 4.07 -0.28
H -2.32 4.71 1.33
H -3.54 3.54 0.91
H -0.85 3.05 1.30
C -0.33 -4.69 -0.83
O 0.99 -4.90 -0.39
H -0.48 -4.41 -1.83
H -0.81 -3.97 -0.20
H -0.88 -5.63 -0.73
H 1.03 -5.37 0.41
```

## Properties
- molecular weight (g mol⁻¹) = 350.38
- energy above the lowest of the compared OMol25 structures with the same formula, charge and spin (eV) = 5.2215
- SMILES string = NC(N)=O.NC(N)=O.NC(N)=O.NC(N)=O.CCO.CO.CO
- multiplicity = 1
- LUMO level (eV) = 0.348
- Kohn-Sham gap (Eh) = 0.3290
- HOMO energy (eV) = -8.6

Atom charges from the Löwdin analysis, given in e for atoms 1 to 2:
1 N 0.18
2 C -0.66